Entry 1:
{
  "formula": "C9H31N10NiO10",
  "method": "ωB97M-V with the def2-TZVPD basis set",
  "charge": 1,
  "spin_multiplicity": 3,
  "lumo_energy_ha": [-0.1133, -0.1566],
  "species": ["Ni", "O", "O", "O", "O", "O", "O", "O", "O", "O", "O", "N", "N", "N", "N", "N", "N", "N", "N", "N", "N", "C", "C", "C", "C", "C", "C", "C", "C", "C", "H", "H", "H", "H", "H", "H", "H", "H", "H", "H", "H", "H", "H", "H", "H", "H", "H", "H", "H", "H", "H", "H", "H", "H", "H", "H", "H", "H", "H", "H", "H"],
  "xyz": [[23.094, -1.067, -5.594], [15.642, 2.356, -5.911], [20.435, 4.225, -3.943], [24.697, -0.321, -4.539], [23.705, -0.343, -7.372], [19.521, -0.187, -1.825], [21.693, 2.069, -0.438], [21.466, -1.957, -6.464], [21.808, 1.488, -3.197], [21.978, 0.581, -5.157], [19.921, 1.342, -4.418], [17.321, 0.958, -5.314], [17.474, 0.670, -2.204], [23.870, 0.663, -9.397], [24.661, 0.752, -2.504], [25.041, -1.213, -9.036], [17.796, 3.131, -5.742], [26.290, -0.721, -2.972], [19.460, -2.864, -7.016], [19.721, -0.614, -6.968], [18.881, 1.697, -0.723], [18.667, 0.676, -1.585], [24.190, -0.298, -8.504], [16.829, 2.193, -5.647], [19.471, 4.540, -2.899], [25.213, -0.068, -3.435], [21.257, 1.108, -4.246], [21.245, 4.263, 0.450], [21.949, 3.447, -0.617], [20.278, -1.826, -6.800], [20.166, 4.137, 0.329], [23.034, 3.616, -0.588], [25.152, -2.055, -8.494], [21.133, 3.696, -3.542], [19.202, 3.562, -2.493], [19.813, 1.776, -0.345], [17.486, 4.076, -5.892], [16.718, 0.178, -5.144], [20.233, 0.218, -6.719], [26.648, -0.505, -2.064], [24.395, 0.690, -10.251], [18.178, 2.374, -0.491], [19.814, -3.805, -6.988], [21.484, 3.926, 1.459], [18.690, 2.941, -5.329], [23.791, 1.150, -2.852], [21.678, 1.653, -1.311], [21.450, 5.334, 0.459], [18.619, 4.998, -3.392], [18.491, -2.795, -7.274], [20.067, 5.144, -2.218], [19.906, 1.712, -3.504], [25.012, 0.735, -1.570], [18.329, 0.881, -5.294], [16.754, 1.291, -1.883], [23.239, 1.423, -9.212], [21.789, 3.802, -1.639], [17.318, -0.044, -2.888], [26.647, -1.424, -3.598], [18.951, -0.508, -7.608], [25.084, -1.313, -10.033]],
  "forces_ev_per_a": [[-0.9210, 2.1879, -0.1659], [0.6238, 0.4225, 0.3784], [-0.4158, 0.1437, -0.5249], [-0.2127, -0.5285, -1.0311], [0.1552, -0.1775, 0.5864], [-0.1358, 0.5953, -0.0378], [-0.2098, 0.0120, 0.0157], [1.2392, -0.9330, 0.7653], [-1.0050, 0.4939, 0.3311], [-1.4403, -0.8364, -1.1796], [2.3563, -0.0495, 1.1859], [0.7944, 0.1696, -0.2054], [-0.5226, 0.2916, 0.1088], [0.0285, 0.1659, 0.0629], [-0.1641, -0.2694, -2.5593], [0.0440, -0.5468, 0.9755], [0.0610, 0.5784, -0.1196], [0.0107, -0.2793, -1.4234], [0.1828, -1.1413, -0.1557], [-0.1500, 0.2762, -0.3215], [0.0173, 0.0471, 0.1141], [0.8047, -0.9024, 0.1262], [-0.4676, 0.1853, -1.2368], [-1.6605, -1.1696, -0.5777], [1.6774, -1.0770, -1.0306], [-0.6742, -0.2681, 2.7355], [2.8634, -0.5800, -0.2828], [-0.5243, -0.1550, 0.0811], [1.4910, 0.7074, 0.0389], [-0.5703, 1.1111, -0.1577], [-0.0523, 0.1054, 0.0505], [0.1232, -0.0586, 0.5915], [0.1669, 0.0042, -0.1525], [0.0518, 0.0026, 0.0003], [-0.4606, 0.4258, 0.6352], [0.1348, 0.0724, 0.2570], [0.1729, -0.0354, 0.0238], [-0.1418, 0.1359, -0.2436], [0.3438, -0.1344, 0.0166], [0.4553, -0.2834, -0.0181], [-0.0855, 0.2459, -0.0879], [-0.0099, -0.0095, -0.0084], [0.2570, 0.1458, 0.0810], [0.1491, -0.2861, -0.1162], [0.2577, 0.4393, 0.0720], [-0.3121, 0.3535, 0.9150], [-0.0080, -0.1464, -0.1551], [0.1819, -0.0462, -0.4466], [0.0768, 0.3104, 0.3116], [0.0345, 0.4480, 0.0856], [-1.0128, 0.3130, 0.5394], [-1.7291, 0.1321, -0.3045], [-0.3816, 0.3771, 0.2913], [-0.5558, -0.5909, 0.3563], [-0.2546, -0.1793, -0.3876], [0.0507, -0.0945, 0.3413], [-0.8911, -0.1639, 0.0228], [-0.2435, 0.0357, 0.1067], [0.4925, 0.0001, 0.5099], [-0.1733, 0.0652, 0.2594], [0.0873, -0.0578, -0.0425]]
}

Entry 2:
{
  "formula": "C9H32N5O10",
  "method": "ωB97M-V with the def2-TZVPD basis set",
  "relative_energy_kcal_mol": 50.1,
  "charge": -1,
  "lumo_energy_ha": 0.0883,
  "species": ["O", "O", "O", "O", "O", "O", "O", "O", "O", "O", "N", "N", "N", "N", "N", "C", "C", "C", "C", "C", "C", "C", "C", "C", "H", "H", "H", "H", "H", "H", "H", "H", "H", "H", "H", "H", "H", "H", "H", "H", "H", "H", "H", "H", "H", "H", "H", "H", "H", "H", "H", "H", "H", "H", "H", "H"],
  "xyz": [[16.047, 20.228, -6.072], [13.676, 18.180, -3.230], [12.663, 23.908, 0.612], [17.335, 15.714, -2.250], [12.272, 16.723, -3.568], [8.398, 21.192, -2.143], [11.642, 18.542, -2.613], [6.106, 14.954, -2.545], [12.482, 12.552, -5.542], [11.260, 18.588, -11.144], [12.513, 17.838, -3.122], [12.991, 22.502, -1.001], [7.918, 15.789, -1.643], [11.981, 21.785, 0.708], [7.942, 15.193, -3.690], [17.112, 14.325, -2.511], [17.074, 21.072, -5.623], [7.253, 15.310, -2.662], [11.051, 18.134, -9.766], [12.054, 11.583, -4.614], [12.150, 17.233, -9.333], [12.511, 22.793, 0.144], [9.718, 17.550, -9.458], [7.687, 20.622, -1.098], [9.572, 17.362, -8.395], [7.530, 21.345, -0.298], [9.591, 16.585, -9.951], [16.242, 13.998, -1.941], [12.872, 21.538, -1.275], [10.426, 18.925, -11.479], [11.236, 11.897, -3.965], [15.580, 19.749, -5.382], [13.086, 17.598, -9.756], [9.232, 20.718, -2.164], [16.968, 14.159, -3.579], [12.406, 17.174, -8.275], [11.037, 19.030, -9.145], [16.634, 16.219, -2.667], [16.684, 22.075, -5.450], [8.834, 16.157, -1.853], [6.712, 20.220, -1.372], [12.006, 16.248, -9.777], [11.689, 10.671, -5.086], [8.325, 19.878, -0.620], [11.528, 21.810, 1.611], [7.407, 15.893, -0.778], [13.461, 23.125, -1.643], [9.014, 18.252, -9.904], [17.950, 13.724, -2.159], [17.408, 20.608, -4.694], [12.902, 11.455, -3.941], [17.820, 21.187, -6.409], [12.108, 20.924, 0.196], [12.485, 13.404, -5.101], [8.857, 15.620, -3.720], [7.510, 14.801, -4.514]],
  "forces_ev_per_a": [[-0.6091, -0.3457, -1.4473], [2.2261, 2.1696, 0.4734], [-0.5768, 1.3541, 1.1586], [0.5201, -0.4539, 0.0464], [-1.9251, -2.0401, -0.4598], [0.3680, 0.2622, -0.8536], [-0.8990, 0.9400, 0.6944], [-2.6168, -0.8169, -0.0943], [-0.5615, 0.0530, -0.7036], [-0.1184, -1.0413, 0.9266], [0.4925, -1.0264, -0.6058], [1.9597, -2.1856, -5.6195], [1.7002, 1.4677, 2.7015], [-2.7175, -4.7104, 2.8138], [3.9294, -0.6960, -6.9823], [-0.3469, 0.5600, 0.2161], [-0.7988, -0.2886, 0.6245], [-3.5077, -0.3122, 3.9932], [0.2053, 1.4151, 0.7747], [0.2705, 0.3492, 0.9604], [1.7011, -0.2048, -0.9339], [1.5330, 5.2661, 1.2960], [-0.6777, -0.5872, -1.2713], [0.1133, -0.1510, 1.5155], [-0.0245, 0.4625, -0.0337], [-0.2506, 0.3671, 0.0101], [-0.0802, -0.1264, -0.1840], [-0.2131, -0.2091, -0.1875], [0.3771, 0.3487, -0.8825], [-0.1204, 0.0333, 0.0475], [-0.2671, 0.4113, -0.1234], [0.2041, 0.2391, 0.3290], [0.1076, 0.0857, -0.2325], [0.1336, 0.1854, -0.4528], [-0.0585, -0.2066, -0.0067], [-0.8250, -0.0223, 0.1211], [0.5674, 0.3692, 0.0366], [-0.1871, 0.0038, -0.0148], [-0.0101, 0.1825, 0.3412], [-0.1020, 0.2311, 1.0515], [0.1201, -0.1706, -0.2839], [-0.0248, -0.2214, 0.2625], [0.5601, 0.0507, -0.2743], [-0.4144, -0.5582, 0.0149], [0.3129, 0.0612, -0.3894], [0.5382, 0.2709, -0.2346], [-0.2633, -0.0041, 0.6333], [-0.7007, -0.1602, 0.5052], [0.2085, 0.3496, -0.0596], [0.9225, 0.6127, 0.0015], [-0.0377, -0.9392, 0.1650], [0.2145, -0.4527, 0.2023], [-0.6350, -0.2766, 0.8712], [0.0384, 0.1535, -0.0018], [-0.0812, -0.3161, -0.5823], [0.3265, 0.2684, 0.1271]]
}